[1]
100
Properties=species:S:1:pos:R:3:forces:R:3:mulliken_charge:R:1 method="wB97M-V/def2-TZVPD" spin_multiplicity=3 e_homo_ev="-14.555 / -14.211" total_charge=+3 total_energy_ev=-114751.731 s2=2.021 de_lowest_kcal_mol=37.33 largest_force_ev_per_a=3.52
Mo 13.971151 16.265569 11.896795 0.888 0.071 1.006 -1.53
N 12.687950 17.964696 10.955483 0.020 -1.739 -0.583 -0.22
C 13.476257 18.659795 9.917262 -1.617 1.495 -1.234 -0.90
C 14.547125 17.808249 9.338401 0.229 -2.785 1.351 -0.46
N 15.477051 17.320288 10.490825 -0.707 1.330 -0.505 0.65
C 16.547546 16.415562 9.964390 0.683 0.717 -1.011 -0.93
C 16.039895 14.997420 9.738776 -0.316 1.355 0.259 -0.87
N 15.173081 14.631045 10.897257 -0.297 -0.188 -0.969 0.09
C 16.056642 18.596459 11.063853 0.066 0.022 0.223 -0.75
C 15.377398 19.105677 12.369146 -0.652 0.282 -1.891 -1.05
N 14.819015 18.034229 13.173037 0.451 -0.616 0.365 -0.22
H 12.030003 17.365915 10.411882 0.420 0.463 0.808 0.11
H 12.092929 18.491758 11.586873 0.214 0.543 -0.231 0.26
H 13.864221 19.639552 10.199832 -0.107 -0.257 0.454 0.28
H 12.777565 18.918587 9.091123 0.456 -0.090 0.263 0.57
H 15.044105 18.315387 8.533298 0.634 0.315 -0.275 0.47
H 14.133731 16.840867 8.960259 0.079 0.884 -0.063 0.08
H 17.496111 16.430778 10.546541 -0.994 0.188 0.164 0.49
H 16.835931 16.826642 8.970192 0.106 -0.296 0.492 0.43
H 16.922349 14.361357 9.559925 -0.689 -0.155 0.109 0.33
H 15.401103 15.071223 8.860377 0.061 -0.609 -0.114 0.47
H 15.744456 14.213406 11.617822 -0.071 -0.357 0.003 0.48
H 14.471517 13.964330 10.567299 0.431 -0.141 0.239 -0.11
H 15.966340 19.390009 10.316069 0.023 -0.027 0.076 0.29
H 17.135168 18.502734 11.183016 -0.040 -0.369 0.329 0.63
H 14.473135 19.694825 12.116059 0.889 0.147 -0.035 0.39
H 16.100983 19.732377 12.866222 0.037 0.239 0.451 0.49
H 14.157450 18.468355 13.799522 -0.616 -0.047 0.089 0.20
H 15.515197 17.702389 13.830203 0.240 -0.469 -0.147 0.30
C 6.446387 16.558105 12.857527 0.446 -0.300 0.319 -1.52
C 7.689018 17.385115 12.532385 2.300 -1.276 -2.341 1.73
C 7.422605 18.852061 12.570189 -0.529 1.851 -0.392 -1.51
C 8.044555 17.156430 10.982626 -1.376 0.578 1.299 -1.80
C 8.942097 17.072679 13.461235 -1.041 0.585 -0.235 0.16
C 8.723816 17.239059 14.846013 1.895 -1.267 -0.302 -0.88
C 9.750444 16.970759 15.750858 -0.044 0.958 0.059 -1.10
C 11.018526 16.637436 15.283114 0.466 0.314 -0.569 0.57
S 12.458526 16.245490 16.238477 -0.584 -0.694 -0.728 -0.20
C 13.238777 15.723982 14.788117 -1.328 1.619 -1.646 -0.35
N 12.625637 16.113700 13.640471 -0.511 -0.621 0.909 1.38
C 11.306087 16.568750 13.901058 -0.570 -0.453 0.502 -1.53
C 10.221689 16.774524 12.998264 0.551 -0.688 -1.352 1.06
C 14.526191 15.124592 14.633321 0.618 -1.338 1.322 0.91
C 15.109257 14.334340 15.638118 0.333 0.320 1.405 -0.93
C 16.380199 13.816631 15.494450 0.477 -0.223 -1.211 -0.98
C 17.131475 14.089609 14.324295 -1.008 -0.372 1.273 -1.04
C 16.545437 14.929093 13.415151 -0.219 0.390 -0.851 0.55
C 15.182852 15.309107 13.440273 0.392 0.934 -0.600 0.84
H 5.614110 16.917608 12.222460 0.234 -0.143 0.720 0.42
H 6.284758 16.657786 13.942535 -0.714 -0.023 -0.503 0.33
H 6.581978 15.474152 12.655050 0.077 0.634 0.036 0.34
H 6.640836 19.088972 11.792189 0.501 -0.122 1.083 0.46
H 8.302093 19.477264 12.258774 -0.549 -0.678 0.455 0.30
H 7.093703 19.182241 13.563430 -0.056 0.147 -0.277 0.36
H 7.199608 17.558315 10.389507 0.406 -0.331 0.301 0.47
H 8.180330 16.140281 10.713510 0.087 -1.204 -0.139 0.37
H 8.910170 17.698348 10.675172 0.738 0.593 -0.106 0.41
H 7.744262 17.399914 15.193650 -0.922 0.534 0.505 0.54
H 9.639248 17.171655 16.811501 -0.320 -0.354 -0.032 0.40
H 10.339298 16.542290 11.889828 0.056 0.486 1.590 -0.33
H 14.612878 14.219258 16.610974 0.025 -0.051 -0.426 0.51
H 16.898563 13.199088 16.201521 -0.380 -0.189 0.656 0.50
H 18.074464 13.565509 14.190119 0.126 0.664 -0.030 0.47
H 17.156959 15.366542 12.641594 0.190 -0.363 -0.603 0.44
Cl 13.105880 9.795046 5.239385 0.539 -0.405 -0.197 -0.16
C 12.678012 9.719524 6.895863 -0.899 1.367 0.378 0.23
C 13.608633 9.615493 7.943794 -0.730 -0.805 -0.292 -0.78
C 13.144664 9.777109 9.241232 0.053 1.249 1.232 -0.51
C 11.823152 10.255291 9.519932 -0.005 -0.817 0.570 0.11
C 11.323442 10.551174 10.982185 -0.209 -0.903 -2.168 0.90
C 10.443530 11.821389 11.097571 1.262 0.100 0.503 -2.37
N 11.123393 13.088659 10.754303 0.042 0.702 1.234 0.62
C 11.123095 13.641313 9.497855 1.068 -0.491 -1.013 -1.21
C 11.960229 14.733955 9.546467 0.005 -0.163 1.188 -0.97
N 12.382624 14.922346 10.876844 -0.074 -0.573 -0.187 1.84
C 11.859494 13.927282 11.591253 -0.637 -0.536 -2.032 -0.89
O 12.497405 10.447200 11.775374 -0.616 0.748 2.583 -0.28
C 12.329182 10.789458 13.216330 0.760 0.088 -1.444 0.14
C 12.371856 9.599856 14.111588 -1.706 -2.683 -1.077 0.10
C 12.832892 9.541364 15.437108 0.900 -0.171 0.656 0.56
Cl 13.442888 10.850559 16.348577 -0.483 -1.217 -0.785 -0.01
S 12.815865 7.864420 16.063484 -0.278 0.983 0.567 0.01
C 11.897013 7.371378 14.723425 0.531 -0.769 1.473 -0.19
C 11.796855 8.314477 13.747528 1.054 3.263 -0.692 -0.87
C 10.897405 10.213891 8.463417 1.082 -0.513 -0.529 0.28
Cl 9.187811 10.136847 8.658582 -0.495 0.405 0.364 -0.16
C 11.321711 10.016846 7.148328 1.247 0.024 0.666 -0.69
H 14.640775 9.309797 7.775811 -0.313 0.158 -0.141 0.45
H 13.880406 9.633811 10.087156 -1.087 0.321 -1.077 0.33
H 10.567369 9.749793 11.154705 0.526 0.127 0.505 0.49
H 10.031308 11.842361 12.101503 0.043 0.518 0.199 0.52
H 9.578886 11.685774 10.474689 -0.131 0.082 -0.462 0.74
H 10.733024 13.079962 8.612274 0.171 0.807 1.107 0.48
H 12.367701 15.370864 8.772437 -0.412 -0.150 -0.049 0.63
H 11.992356 13.807349 12.652747 -0.136 -0.148 0.016 0.58
H 11.351566 11.262857 13.332242 0.293 0.247 0.319 0.25
H 13.169902 11.458363 13.523561 -0.768 -0.190 -0.483 0.23
H 11.452474 6.383986 14.784854 0.107 -0.018 -0.379 0.46
H 11.395348 8.135199 12.768937 -0.280 -0.067 -0.183 0.41
H 10.628057 10.189402 6.338919 -0.011 -0.394 -0.090 0.44


[2]
107
Properties=species:S:1:pos:R:3:forces:R:3:mulliken_charge:R:1 method="wB97M-V/def2-TZVPD" spin_multiplicity=2 e_homo_ev="0.604 / -1.717" total_charge=-2 total_energy_ev=-115907.564 s2=0.768 de_lowest_kcal_mol=46.58 largest_force_ev_per_a=0.94
Hg -1.313298 -0.236972 0.246728 0.531 -0.460 -0.455 4.00
C 2.582701 5.250940 -2.323477 -0.024 -0.041 0.048 -1.68
C 1.828072 4.516762 -1.248723 0.030 0.049 0.016 1.10
C 0.810172 3.633130 -1.594104 -0.002 -0.049 -0.022 -0.97
C 0.115551 2.934231 -0.626862 0.075 -0.121 0.062 -0.09
C 0.440852 3.130202 0.711983 -0.103 -0.160 0.014 0.18
C 1.461708 3.988642 1.078631 -0.040 -0.002 0.016 -0.50
C 2.146572 4.681197 0.091938 0.024 -0.045 -0.056 -1.16
S -0.572215 2.491451 2.032037 -0.657 0.269 0.026 0.72
O -1.949760 3.125577 1.562594 0.498 -0.015 0.622 -0.64
O -0.221267 3.207075 3.232464 0.101 -0.047 0.054 -0.89
N -0.684543 0.973375 2.136541 0.487 0.790 -0.158 0.51
C -0.602656 0.357724 3.466248 -0.162 -0.163 -0.187 -0.88
C -1.202374 -1.062871 3.436719 -0.019 0.262 0.219 0.23
O -1.505167 -1.536271 4.541884 0.043 -0.097 -0.115 -0.87
O -1.277368 -1.623459 2.307219 -0.052 -0.209 -0.033 -0.47
H 2.918401 4.552371 -3.091415 0.007 0.003 -0.003 0.34
H 3.455738 5.758380 -1.911838 0.007 0.007 -0.011 0.39
H 1.946657 5.998885 -2.803602 0.016 0.001 -0.032 0.34
H 0.575742 3.455336 -2.637605 0.020 -0.030 -0.011 0.44
H -0.650948 2.229593 -0.916021 -0.010 0.049 -0.074 0.11
H 1.697947 4.116329 2.125290 -0.001 0.031 -0.008 0.50
H 2.958046 5.343678 0.371589 0.007 -0.001 0.006 0.27
H -1.135058 0.937863 4.217542 -0.015 -0.019 0.016 0.53
H 0.438463 0.261920 3.790526 0.025 0.003 -0.038 0.21
N -4.661748 0.306121 2.013286 0.040 -0.113 0.127 -0.37
C -4.665820 -0.910295 1.406004 -0.418 -0.081 0.066 0.15
N -3.673578 -1.393323 0.745808 0.231 -0.072 -0.145 0.43
C -3.898229 -2.685148 0.337846 -0.200 0.039 0.155 -0.51
C -5.126732 -3.176146 0.636637 -0.076 -0.018 0.043 -0.37
S -6.033049 -2.004927 1.532936 0.187 0.085 -0.058 -0.33
C -2.801754 -3.410421 -0.304882 0.211 -0.182 0.023 -0.87
C -2.832446 -4.708322 -0.691927 -0.025 -0.075 -0.142 -0.35
S -1.304549 -5.166674 -1.349457 0.057 0.156 0.070 -0.36
C -0.709920 -3.545315 -1.014130 -0.085 -0.274 -0.272 -0.24
N -1.593765 -2.770756 -0.477705 -0.312 0.044 0.168 1.15
N 0.529545 -3.169997 -1.409906 0.020 0.199 0.069 -0.03
H -3.903212 0.901552 1.697747 -0.022 0.067 -0.105 -0.27
H -5.547550 0.758391 2.150731 0.000 0.042 -0.034 0.32
H -5.540459 -4.148255 0.429902 0.044 -0.012 -0.020 0.44
H -3.647421 -5.410885 -0.650337 -0.019 0.032 0.079 0.46
H 1.235866 -3.870539 -1.246481 0.086 0.062 0.018 0.44
H 0.791004 -2.250204 -1.040073 0.096 -0.059 0.028 -0.45
O 3.217681 1.821163 -0.735963 -0.081 0.108 0.006 -0.60
S 2.737514 0.523547 -0.291606 -0.377 -0.144 -0.152 1.43
O 2.609311 0.367866 1.146328 0.009 -0.093 0.028 -0.86
N 1.424790 0.007889 -0.980714 0.212 0.040 0.058 0.34
C 1.225197 0.181296 -2.364277 -0.067 0.005 -0.131 0.29
C 2.263411 0.475054 -3.265986 -0.020 -0.043 0.158 -0.89
C 2.045939 0.591087 -4.628760 0.060 0.039 -0.096 -1.14
C 0.785959 0.393846 -5.152439 -0.059 -0.010 0.036 -0.83
C -0.291155 0.085496 -4.304996 -0.101 -0.006 0.118 1.63
C -1.592643 -0.154241 -4.834026 0.042 0.029 -0.110 -1.30
C -2.637702 -0.466643 -3.956816 0.024 0.008 0.021 -1.00
C -2.391326 -0.496413 -2.610888 -0.184 -0.030 0.080 -0.78
N -1.173760 -0.256024 -2.056376 0.509 0.050 0.368 0.64
C -0.091930 0.002637 -2.886760 0.042 0.028 -0.067 -0.37
C 4.143418 -0.548856 -0.713066 0.068 0.191 0.047 -0.06
C 5.381752 0.062546 -0.883833 -0.011 -0.017 -0.061 -0.43
C 6.512386 -0.702214 -1.130152 0.000 -0.049 0.008 -0.61
C 6.412801 -2.085380 -1.213720 -0.001 0.026 0.002 -0.41
C 5.175957 -2.692280 -1.053519 0.008 -0.047 0.002 -0.79
C 4.044912 -1.926382 -0.803405 -0.063 -0.056 0.022 -0.22
H 3.263757 0.618133 -2.889107 0.036 0.060 0.023 0.32
H 2.876154 0.839844 -5.282912 0.017 -0.039 0.022 0.37
H 0.601795 0.461168 -6.220066 0.008 0.013 -0.001 0.29
H -1.743710 -0.105635 -5.906394 0.009 0.000 0.006 0.28
H -3.636763 -0.673864 -4.322901 -0.013 0.003 0.042 0.42
H -3.192408 -0.700044 -1.908702 0.005 0.020 -0.011 0.19
H 5.427409 1.142009 -0.837523 0.027 -0.003 0.033 0.39
H 7.475626 -0.221430 -1.256927 -0.009 0.023 -0.012 0.38
H 7.294085 -2.686072 -1.406581 -0.001 -0.002 -0.001 0.35
H 5.090907 -3.770636 -1.117617 -0.024 -0.001 -0.005 0.41
H 3.084884 -2.397829 -0.667089 -0.191 -0.043 0.067 0.07
C 1.288667 -5.210926 3.576463 0.022 0.025 -0.012 -2.05
C 1.900571 -3.890750 3.117429 0.086 0.016 0.031 1.73
C 3.402198 -4.070793 2.876670 -0.078 -0.018 -0.009 -1.65
C 1.672919 -2.827075 4.192701 -0.086 0.002 -0.042 -1.39
N 1.283817 -3.585000 1.810472 -0.064 -0.091 -0.082 -0.40
N 1.377500 -2.228007 1.351942 0.050 -0.022 0.068 0.74
H 1.837200 -5.605426 4.434838 -0.023 -0.018 0.016 0.45
H 1.325466 -5.945228 2.767930 0.006 0.003 0.004 0.42
H 0.247838 -5.059853 3.872198 -0.009 -0.026 -0.015 0.41
H 3.930133 -4.254471 3.816506 0.000 0.008 -0.004 0.43
H 3.826498 -3.176017 2.416980 0.042 0.020 0.010 0.27
H 3.572446 -4.911321 2.200409 0.013 0.011 -0.011 0.34
H 2.110694 -3.158856 5.138342 0.041 0.017 0.001 0.50
H 0.608187 -2.656116 4.357821 -0.026 0.024 0.001 0.20
H 2.138019 -1.878194 3.917960 -0.002 -0.001 0.007 0.20
H 0.284190 -3.759556 1.869748 -0.010 0.045 0.033 0.23
H 2.287041 -1.837898 1.566944 0.066 -0.047 -0.137 0.09
H 0.690792 -1.650051 1.836082 0.109 -0.075 0.009 -0.68
C -3.330809 5.130122 0.592139 0.005 -0.036 -0.001 -1.85
C -3.750268 3.773820 0.022684 0.164 0.103 0.183 2.03
C -5.154746 3.413913 0.518685 0.042 -0.032 -0.002 -1.79
C -3.751159 3.833017 -1.506475 -0.010 -0.057 -0.011 -1.70
C -2.818486 2.613404 0.421191 -0.361 -0.354 -0.771 0.57
N -2.783259 1.499787 -0.059960 -0.378 0.497 0.306 -0.83
H -4.006972 5.908717 0.225168 -0.011 -0.013 -0.020 0.46
H -2.313670 5.380319 0.286601 -0.011 0.014 -0.002 0.25
H -3.356407 5.127128 1.681558 -0.009 0.034 -0.006 0.32
H -5.879048 4.170606 0.203169 0.003 0.001 0.006 0.48
H -5.173367 3.353696 1.610963 -0.020 0.020 0.002 0.35
H -5.448225 2.445793 0.109063 -0.030 0.013 -0.009 0.29
H -4.516980 4.530978 -1.859026 0.011 0.023 0.010 0.46
H -3.943869 2.840603 -1.913320 -0.009 0.019 -0.026 0.34
H -2.779313 4.164055 -1.879368 0.002 -0.008 0.006 0.30